Entry 1:
Molecular formula: C52H46BaBrN9O
Method: DFT, wB97M-V/def2-TZVPD

lowest unoccupied orbital energy	-0.120	eV
E	-5176.8914	a.u.
energy relative to the best compared isomer or geometry (same formula, charge and spin)	106.00	kJ/mol
Kohn-Sham gap	6.9	eV
F_max	0.5	eV/A

Geometry as ORCA input:
```
! wB97M-V def2-TZVPD RIJCOSX def2/J DEFGRID3
* xyz 0 1
Ba 0.486 -0.201 -1.641
Br 1.242 6.756 -4.807
O 1.971 1.725 -1.599
N 2.345 -2.739 -3.652
N 0.117 -2.261 -4.113
N -1.586 2.681 -1.585
N 0.836 -1.273 1.140
N -0.988 0.874 1.351
N -2.495 -0.857 -1.555
N -2.078 -1.626 -3.705
N -0.549 1.373 -3.885
N 2.946 -1.814 -1.602
C 1.908 -4.931 4.599
C -1.052 -2.344 -3.408
C 2.712 4.525 -3.785
C -0.648 2.609 3.546
C 1.134 -2.782 3.512
C -4.725 -0.705 -0.696
C -0.671 2.806 6.037
C -0.062 0.818 -4.963
C 0.446 -0.789 2.328
C -3.358 -0.550 -0.582
C -0.385 3.542 4.721
C 0.646 3.577 -2.211
C 0.988 -4.581 -1.397
C -5.233 -1.185 -1.900
C 4.576 -3.081 -2.835
C 3.265 -2.584 -2.667
C 1.551 -3.264 2.283
C -0.378 2.999 -1.332
C 0.473 -3.606 -2.234
C 3.913 -1.508 -0.725
C 1.488 5.188 -3.760
C 1.387 -2.484 1.149
C -3.339 3.312 -5.369
C -1.618 2.211 -4.019
C -2.989 -1.350 -2.703
C -2.134 2.879 -2.870
C 1.862 2.855 -2.238
C 0.452 4.719 -2.980
C -1.658 2.019 1.450
C -1.527 2.902 2.514
C 2.900 3.383 -3.035
C -3.236 3.684 -2.996
C -3.836 3.911 -4.249
C -0.870 -3.267 -2.225
C -0.188 0.554 2.372
C 2.077 -2.770 5.819
C 1.244 -3.571 4.810
C -1.662 1.816 -6.408
C 0.115 -5.196 -0.511
C 5.538 -2.767 -1.909
C 1.091 3.966 4.680
C -0.168 -3.794 5.372
C -1.258 4.794 4.665
C 1.080 -2.859 -3.390
C -1.231 -4.836 -0.473
C -4.363 -1.502 -2.919
C -1.743 -3.872 -1.332
C 5.212 -1.948 -0.823
C -2.222 2.451 -5.273
C -0.576 1.013 -6.262
C 0.023 1.391 3.456
C 0.573 -1.507 3.508
H -0.673 -2.850 5.575
H -1.040 5.426 5.526
H -2.911 -0.163 0.325
H -2.103 3.815 2.502
H 2.003 -4.240 2.176
H -2.298 2.262 0.610
H 0.202 -1.062 4.421
H 2.922 -4.828 4.209
H 3.514 4.908 -4.403
H -0.111 -4.356 6.306
H -2.796 -3.623 -1.308
H -0.780 -4.360 4.668
H -3.632 4.161 -2.109
H 1.316 4.493 3.751
H -0.498 5.238 -2.960
H 4.790 -3.687 -3.703
H -0.035 1.928 6.160
H -2.112 1.988 -7.379
H 3.614 -0.857 0.091
H 3.085 -2.594 5.438
H 1.335 -5.558 3.914
H 1.726 -2.851 0.192
H -0.483 3.473 6.880
H 1.756 3.104 4.746
H -1.893 -5.330 0.227
H -0.115 0.505 -7.096
H 2.157 -3.323 6.756
H -6.300 -1.309 -2.036
H 0.476 -5.969 0.157
H -0.029 2.766 -0.325
H 1.312 4.632 5.516
H 5.949 -1.651 -0.091
H 0.729 1.088 4.218
H -1.712 2.481 6.083
H 0.781 0.145 -4.838
H 6.548 -3.139 -2.030
H 1.969 -5.456 5.554
H -2.320 4.545 4.693
H -1.062 5.381 3.766
H -5.374 -0.438 0.126
H 2.034 -4.858 -1.445
H 3.844 2.853 -3.064
H -3.785 3.485 -6.340
H -4.693 4.569 -4.314
H -4.703 -1.874 -3.874
H 1.625 -1.803 6.040
*
```

Entry 2:
Molecular formula: C52H46BrCsN8OPSi
Method: DFT, wB97M-V/def2-TZVPD

lowest unoccupied orbital energy	1.602	eV
E	-5747.4676	a.u.
energy relative to the best compared isomer or geometry (same formula, charge and spin)	0.00	kJ/mol
Kohn-Sham gap	5.2	eV
F_max	0.2	eV/A

Geometry as ORCA input:
```
! wB97M-V def2-TZVPD RIJCOSX def2/J DEFGRID3
* xyz -1 1
Cs 0.284 -0.265 0.278
Br 7.354 0.452 3.716
P -1.393 -1.021 3.553
Si 0.477 0.515 -3.277
O -3.112 4.865 -3.697
N -4.914 0.826 -1.449
N 0.322 2.881 0.536
N -0.622 4.794 0.952
N -3.000 6.706 -4.886
N -2.869 0.301 -0.670
N -4.181 0.207 -2.403
N -3.461 5.685 -5.703
N 0.701 5.040 1.046
C 0.467 3.366 -3.134
C 2.376 0.444 -3.604
C -3.918 3.278 -5.341
C 2.979 1.011 -4.734
C -1.237 -2.559 -6.480
C -4.082 0.859 -0.431
C -0.824 3.510 0.636
C 4.348 0.943 -4.944
C 5.608 0.238 2.955
C -2.120 3.047 3.877
C -1.836 8.125 -2.560
C -2.967 -0.089 -1.926
C 0.583 -1.735 -5.129
C -4.538 1.710 -7.042
C -1.481 -0.554 -5.167
C -0.168 -0.641 -4.677
C 0.128 2.292 -3.968
C -4.103 2.304 -4.364
C 0.056 1.331 3.709
C -2.284 6.807 -2.517
C -0.068 4.985 -4.833
C -4.742 -0.062 -3.709
C -0.829 3.555 3.969
C 1.228 3.860 0.791
C 5.220 -0.997 2.471
C -3.073 -1.230 2.828
C -4.512 1.031 -4.727
C 5.165 0.304 -4.017
C -2.218 6.086 -1.333
C 0.255 2.696 3.883
C 4.751 1.320 2.898
C -2.007 -1.484 -6.055
C -0.446 3.945 -5.672
C 3.223 -0.187 -2.691
C -0.338 2.623 -5.247
C 2.993 -0.088 1.832
C 0.065 -2.676 -6.008
C 3.484 1.129 2.344
C 0.391 4.687 -3.555
C -4.732 0.742 -6.069
C -1.251 7.982 -0.232
C -1.235 0.808 3.648
C -2.798 6.179 -3.729
C 4.599 -0.262 -2.886
C -4.129 2.983 -6.683
C -2.320 1.684 3.723
C -1.785 -1.367 5.321
C 3.941 -1.127 1.929
C -1.702 6.671 -0.185
C -1.322 8.708 -1.415
C -3.500 4.626 -4.970
C -1.594 5.857 1.081
H -5.810 -0.211 -3.552
H -0.961 9.727 -1.445
H 2.359 1.523 -5.464
H -2.548 5.387 1.325
H 0.826 3.154 -2.130
H 4.784 1.395 -5.828
H -0.809 4.165 -6.671
H -2.973 3.714 3.939
H -2.622 -0.759 5.671
H -2.106 0.280 -4.857
H 2.807 -0.621 -1.786
H -4.318 -0.999 -4.074
H -4.363 1.289 0.518
H -1.887 8.669 -3.493
H 5.224 -0.744 -2.144
H -2.188 -0.555 -2.513
H 6.237 0.258 -4.173
H -2.544 5.053 -1.320
H 5.902 -1.839 2.517
H -0.667 4.619 4.095
H 1.264 3.085 3.934
H -3.080 -0.847 1.805
H 0.693 5.487 -2.886
H -0.907 -1.147 5.928
H 2.293 3.689 0.792
H 2.848 2.015 2.315
H -1.642 -3.287 -7.171
H -1.803 3.076 0.501
H -3.916 2.543 -3.325
H 1.608 -1.845 -4.789
H -0.827 8.433 0.657
H -3.963 3.752 -7.425
H -3.863 -0.745 3.404
H -3.020 -1.363 -6.432
H -0.598 1.834 -5.942
H 5.067 2.287 3.273
H 0.917 0.676 3.595
H -4.694 1.466 -8.084
H -3.333 1.304 3.671
H 3.685 -2.123 1.562
H -2.030 -2.423 5.443
H -3.290 -2.298 2.784
H -0.134 6.013 -5.172
H -5.045 -0.256 -6.357
H 0.684 -3.504 -6.335
H -1.297 6.484 1.920
*
```

Entry 3:
Molecular formula: C52H46Cl3GeN2O2PbS6Sb
Method: DFT, wB97M-V/def2-TZVPD

lowest unoccupied orbital energy (spin up / spin down)	2.061 / 1.027	eV
E	-8549.0778	a.u.
expectation value of S²	0.75
energy relative to the best compared isomer or geometry (same formula, charge and spin)	0.00	kJ/mol
Kohn-Sham gap (spin up / spin down)	6.7 / 5.7	eV
F_max	0.8	eV/A

Geometry as ORCA input:
```
! wB97M-V def2-TZVPD RIJCOSX def2/J DEFGRID3
* xyz -1 2
Pb -0.128 -0.926 -0.223
Sb -1.097 -2.177 -4.669
Ge -4.933 0.554 -1.057
Cl 2.946 3.596 1.566
Cl 6.731 3.024 -5.052
Cl -1.535 0.511 2.060
S 0.403 -2.311 1.979
S 0.709 -3.490 -4.396
S 2.099 -2.215 -0.866
S 1.423 1.106 0.563
S 0.086 1.343 -4.373
S 0.182 -0.154 -5.717
O -2.962 -0.538 -2.663
O -1.669 -2.342 -2.424
N 2.800 -2.541 3.095
N 4.226 -2.246 0.725
C 4.884 -2.007 1.989
C -7.051 2.355 -0.177
C -0.487 1.812 2.521
C -3.777 2.156 -1.155
C -6.785 1.179 -4.825
C -3.087 2.493 -2.315
C -5.919 0.305 -2.745
C -0.197 3.693 3.986
C 4.341 3.246 -3.799
C -6.353 -0.961 -3.127
C 2.859 -2.281 0.689
C -3.598 -2.189 -1.047
C -2.688 -1.612 -2.122
C -2.318 4.541 -1.310
C 0.725 2.051 1.856
C 5.389 -6.358 0.035
C -7.680 1.142 2.222
C 6.751 -6.506 0.267
C -6.336 1.218 0.204
C 7.574 -5.391 0.277
C -4.348 -1.164 -0.185
C 1.003 3.978 3.356
C 7.036 -4.131 0.049
C -3.013 4.223 -0.152
C -0.936 2.606 3.564
C 4.217 -2.843 3.061
C 3.125 2.752 -3.359
C -6.147 1.372 -3.608
C 2.798 -0.909 4.951
C 3.622 0.622 -4.341
C 1.442 3.177 2.319
C -8.385 2.263 1.816
C 5.677 -3.976 -0.197
C 2.243 -2.202 4.395
C 5.192 2.414 -4.509
C 3.657 0.364 6.813
C 2.753 1.436 -3.620
C -6.666 0.628 1.422
C 3.455 1.390 4.652
C 1.424 0.921 -3.182
C -2.362 3.676 -2.392
C 4.842 1.105 -4.790
C -6.977 -1.165 -4.349
C 3.156 -0.820 6.292
C 4.856 -5.101 -0.194
C 2.940 0.211 4.136
C -8.064 2.876 0.612
C -3.739 3.043 -0.079
C 3.820 1.467 5.989
C 2.135 -2.336 1.908
C -7.191 -0.092 -5.203
C 5.066 -2.610 -0.408
H -3.761 -0.921 0.704
H 3.030 -1.688 6.931
H 4.442 -2.611 -1.298
H 1.605 4.824 3.657
H -7.670 -0.251 -6.162
H 4.746 -7.228 0.024
H 5.937 -2.269 1.901
H 3.794 -4.981 -0.382
H 4.229 2.387 6.389
H -1.884 2.369 4.030
H 2.442 -3.026 5.087
H 2.452 3.392 -2.801
H 7.681 -3.259 0.052
H -2.989 4.896 0.696
H 3.925 0.421 7.861
H 4.368 -3.904 2.829
H 2.638 0.168 3.094
H 1.427 -0.165 -3.082
H 4.810 -0.946 2.253
H 4.634 4.268 -3.596
H 8.636 -5.500 0.457
H 1.165 -2.114 4.283
H -6.959 2.020 -5.485
H -8.604 3.760 0.294
H 4.648 -2.630 4.039
H -4.290 2.810 0.826
H 7.170 -7.489 0.440
H -7.291 -2.162 -4.634
H -5.808 2.366 -3.337
H -6.803 2.846 -1.113
H -6.119 -0.246 1.760
H 5.846 -1.853 -0.525
H -0.551 4.322 4.792
H 1.105 1.384 -2.248
H 3.336 -0.402 -4.550
H 5.515 0.462 -5.341
H -9.180 2.659 2.437
H -1.837 3.920 -3.308
H -7.918 0.663 3.165
H -1.751 5.463 -1.365
H -4.329 -2.790 -1.596
H -6.192 -1.803 -2.462
H -2.983 -2.875 -0.463
H 3.570 2.250 4.005
H -3.111 1.822 -3.162
H -5.280 -1.615 0.162
*
```

Entry 4:
Molecular formula: C52H46N4O3P2STl
Method: DFT, wB97M-V/def2-TZVPD

lowest unoccupied orbital energy	-4.173	eV
E	-3707.0186	a.u.
energy relative to the best compared isomer or geometry (same formula, charge and spin)	199.72	kJ/mol
Kohn-Sham gap	5.9	eV
F_max	0.5	eV/A

Geometry as ORCA input:
```
! wB97M-V def2-TZVPD RIJCOSX def2/J DEFGRID3
* xyz 1 1
Tl -1.109 -1.627 -1.816
S 1.598 -0.263 0.403
P -0.093 2.307 1.216
P 0.471 -3.085 0.643
O 1.541 -0.540 -1.071
O -3.291 -0.915 -3.305
O 1.001 -0.462 -4.088
N 0.037 1.508 -3.240
N -2.986 -3.268 -0.419
N -2.712 -0.283 0.046
N -1.062 0.966 -3.444
C -1.147 -2.898 4.348
C -0.046 2.684 3.010
C -5.676 2.363 -2.677
C 1.319 -5.361 -2.586
C 1.336 -4.397 -1.592
C -0.312 -5.637 -0.357
C -4.041 -2.364 0.050
C -1.075 -4.190 4.848
C 0.499 1.810 5.198
C 2.534 2.761 -3.612
C -0.810 5.334 -1.476
C 2.738 -1.482 1.097
C -0.025 -4.921 2.809
C 0.488 -6.468 -2.470
C 4.412 2.647 0.129
C -0.503 3.979 4.993
C -0.526 3.843 3.610
C -2.034 4.231 0.748
C -6.213 1.022 -2.770
C 1.160 0.664 -3.709
C -3.974 0.085 -3.129
C 3.976 -1.219 1.674
C 3.068 -3.832 1.472
C 3.772 3.385 -3.658
C -3.419 1.476 -3.006
C 4.851 1.238 -3.829
C 2.456 1.373 -3.695
C -0.753 3.797 0.391
C -0.115 -3.632 2.285
C 0.002 2.965 5.790
C 0.529 -4.532 -0.457
C -0.165 4.340 -0.751
C -3.443 -1.241 0.886
C 2.243 -2.793 1.057
C 2.374 3.651 0.909
C -4.358 2.571 -2.784
C -0.508 -5.198 4.079
C 4.765 -2.270 2.120
C 2.463 1.296 0.517
C -0.676 -2.625 3.073
C -0.325 -6.603 -1.356
C -2.115 1.821 -3.107
C 3.708 3.764 0.563
C 3.618 0.612 -3.802
C -5.424 -0.043 -2.978
C 4.328 -3.577 1.988
C -2.057 5.792 -1.081
C 3.787 1.415 0.097
C 0.469 1.670 3.821
C -2.671 5.231 0.032
C 1.716 2.420 0.870
C 4.927 2.625 -3.764
H 5.891 3.114 -3.807
H 3.532 -0.463 -3.878
H 4.318 0.548 -0.272
H -0.330 5.752 -2.351
H 1.824 4.534 1.211
H -0.725 -1.613 2.683
H 0.854 0.759 3.373
H 5.727 -2.061 2.567
H 5.755 0.649 -3.915
H -2.657 -3.856 0.339
H -3.953 3.571 -2.710
H -3.312 -3.873 -1.162
H 4.956 -4.395 2.314
H 1.948 -5.243 -3.459
H -0.436 -6.203 4.473
H 3.835 4.465 -3.621
H -0.976 -7.462 -1.261
H 2.706 -4.852 1.412
H -0.966 -5.755 0.497
H 0.440 -5.712 2.235
H -3.652 5.569 0.339
H 4.338 -0.210 1.776
H 0.014 3.073 6.866
H -4.535 -1.941 -0.828
H -0.880 4.888 5.445
H -2.737 -1.675 1.596
H 1.973 -3.525 -1.698
H 5.444 2.738 -0.184
H 0.467 -7.217 -3.250
H 0.907 1.016 5.810
H 1.628 3.347 -3.537
H -7.282 0.882 -2.669
H -3.374 0.271 -0.487
H -1.576 -2.105 4.947
H -2.540 3.783 1.595
H -1.452 -4.412 5.837
H -0.903 4.657 3.006
H 0.802 3.987 -1.085
H -1.854 2.873 -3.011
H -2.165 0.365 0.607
H 4.196 4.729 0.608
H -6.349 3.194 -2.521
H -4.240 -0.761 1.464
H -2.551 6.577 -1.638
H -5.825 -1.046 -3.041
H -4.805 -2.878 0.643
*
```